Record 1
Entry from OMol25: an isolated molecule of C20H18N4O5 at a distorted geometry (the ωB97M-V functional and the def2-TZVPD basis).

The calculation puts the energy relative to the best compared isomer or geometry (same formula, charge and spin) at 60.9 kcal per mole. The SMILES is Cc1n[nH]c(O)c1C(c1ccc(-c2ccccc2C(=O)O)o1)c1c(C)n[nH]c1O. Its total energy is -1368.0421 Eh. The calculation puts the molar mass at 394.4 g mol⁻¹. The gap between HOMO and LUMO is 8.54 eV. As for the lowest unoccupied orbital energy: 0.152 eV.

CARTESIAN COORDINATES (ANGSTROEM)
C: -2.212 -1.739 0.098
C: -2.800 -0.355 0.254
N: -3.925 -0.006 -0.313
N: -4.051 1.361 -0.253
C: -2.897 1.928 0.226
O: -2.672 3.250 0.152
C: -2.167 0.891 0.737
C: -0.892 1.061 1.535
C: 0.337 1.250 0.636
C: 1.306 2.173 0.785
C: 2.197 1.937 -0.319
C: 1.593 0.936 -1.045
C: 2.105 0.422 -2.361
C: 2.727 1.270 -3.244
C: 3.273 0.709 -4.417
C: 3.140 -0.606 -4.711
C: 2.590 -1.412 -3.822
C: 2.210 -1.003 -2.557
C: 1.841 -2.077 -1.552
O: 2.569 -2.112 -0.504
O: 0.690 -2.883 -1.846
O: 0.572 0.395 -0.457
C: -0.636 -0.159 2.397
C: -1.540 -0.693 3.344
C: -2.891 -0.153 3.552
N: -0.986 -1.475 4.311
N: 0.316 -1.551 3.882
C: 0.538 -0.832 2.745
O: 1.799 -0.762 2.249
H: -1.612 -1.714 -0.913
H: -2.999 -2.568 0.042
H: -1.746 -2.027 1.004
H: -4.789 1.939 -0.619
H: -1.710 3.218 0.171
H: -0.937 1.948 2.076
H: 1.585 2.925 1.526
H: 3.135 2.490 -0.500
H: 3.017 2.332 -3.013
H: 3.740 1.472 -4.997
H: 3.670 -1.002 -5.584
H: 2.625 -2.398 -4.037
H: 0.665 -3.530 -1.192
H: -3.163 -0.291 4.614
H: -3.526 -0.574 2.828
H: -2.824 0.919 3.528
H: 1.025 -2.165 4.276
H: 1.711 -0.737 1.283

***

Record 2
Entry from OMol25: a structure of composition C36H85BrN4O10Si2 at a distorted geometry (the ωB97M-V functional and the def2-TZVPD basis).

Its total energy is -5547.0060 Eh. The calculation puts the molar mass at 870.2 g mol⁻¹. The gap between HOMO and LUMO is 9.18 eV. As for the lowest unoccupied orbital energy: 0.364 eV.

CARTESIAN COORDINATES (ANGSTROEM)
C: -6.087 1.046 -1.434
C: -5.797 2.151 -2.449
O: -4.590 2.836 -2.038
C: -4.686 4.187 -2.160
O: -4.674 4.757 -3.240
C: -4.841 4.968 -0.867
C: -4.556 4.202 0.426
C: -3.116 4.386 0.961
Si: -2.452 2.679 1.396
C: -3.140 2.296 3.133
C: -3.641 0.887 3.166
C: -2.733 -0.143 4.039
O: -3.001 -0.020 2.477
O: -0.786 2.636 1.547
Si: 0.206 2.856 0.238
O: 1.162 4.138 0.610
Br: -0.905 3.197 -1.674
C: 1.313 1.356 0.018
C: 1.219 0.649 -1.352
C: 2.007 -0.672 -1.368
C: 1.350 -1.673 -2.324
C: 1.867 -1.527 -3.758
C: 1.040 -2.331 -4.773
C: 1.692 -3.684 -5.131
C: 1.756 -3.992 -6.653
C: 3.165 -4.416 -7.052
C: 3.194 -5.133 -8.403
O: 4.287 -6.010 -8.597
C: 5.538 -5.487 -8.206
H: -6.938 1.343 -0.826
H: -6.351 0.126 -1.940
H: -5.225 0.898 -0.797
H: -5.637 1.708 -3.425
H: -6.606 2.874 -2.468
H: -5.875 5.307 -0.855
H: -4.215 5.850 -0.944
H: -5.239 4.555 1.193
H: -4.782 3.150 0.268
H: -2.467 4.914 0.271
H: -3.149 4.931 1.900
H: -2.975 1.635 0.502
H: -2.375 2.352 3.892
H: -3.993 2.936 3.345
H: -4.709 0.742 3.246
H: -2.394 -1.174 3.923
H: -3.702 -0.496 4.517
H: 1.172 4.253 1.572
H: 1.032 0.606 0.757
H: 2.335 1.667 0.219
H: 0.172 0.409 -1.503
H: 1.578 1.339 -2.108
H: 2.092 -1.088 -0.372
H: 2.993 -0.456 -1.775
H: 1.481 -2.698 -1.977
H: 0.273 -1.517 -2.364
H: 1.819 -0.468 -4.000
H: 2.903 -1.856 -3.765
H: 0.970 -1.740 -5.681
H: 0.047 -2.522 -4.382
H: 2.696 -3.745 -4.721
H: 1.127 -4.496 -4.679
H: 1.043 -4.770 -6.899
H: 1.511 -3.075 -7.181
H: 3.822 -3.553 -7.113
H: 3.539 -5.114 -6.307
H: 3.120 -4.421 -9.230
H: 2.306 -5.759 -8.446
H: 6.310 -6.036 -8.736
H: 5.696 -5.643 -7.140
H: 5.653 -4.433 -8.457
C: 3.633 -5.178 3.093
C: 3.945 -3.686 3.154
C: 2.702 -2.790 3.062
O: 2.167 -2.656 1.760
C: 1.308 -3.705 1.350
N: 4.935 -3.367 2.121
H: 3.389 -5.510 2.084
H: 4.496 -5.757 3.420
H: 2.795 -5.432 3.746
H: 4.405 -3.489 4.128
H: 2.994 -1.779 3.358
H: 1.923 -3.115 3.764
H: 0.722 -4.096 2.187
H: 1.867 -4.516 0.879
H: 0.625 -3.296 0.605
H: 5.224 -2.398 2.222
H: 4.460 -3.391 1.222
C: 7.196 -5.456 5.237
C: 6.117 -5.621 6.302
C: 6.414 -4.863 7.604
O: 7.374 -5.476 8.440
C: 8.724 -5.208 8.110
N: 5.893 -7.051 6.534
H: 8.083 -6.049 5.458
H: 6.822 -5.785 4.268
H: 7.497 -4.411 5.139
H: 5.192 -5.200 5.895
H: 5.494 -4.835 8.195
H: 6.693 -3.821 7.400
H: 8.850 -4.192 7.724
H: 9.107 -5.927 7.381
H: 9.312 -5.310 9.021
H: 5.106 -7.167 7.167
H: 6.686 -7.405 7.062
C: -6.687 5.844 -7.344
C: -7.408 5.788 -6.001
C: -7.758 4.364 -5.552
O: -8.873 3.791 -6.206
C: -8.598 3.206 -7.465
N: -8.589 6.657 -6.061
H: -7.366 5.676 -8.180
H: -6.239 6.827 -7.487
H: -5.889 5.101 -7.393
H: -6.726 6.198 -5.250
H: -8.033 4.409 -4.494
H: -6.883 3.705 -5.622
H: -7.607 2.746 -7.487
H: -8.680 3.940 -8.271
H: -9.346 2.433 -7.639
H: -9.015 6.703 -5.140
H: -9.287 6.188 -6.632
C: -0.315 5.466 4.877
C: 0.087 3.997 4.793
C: 0.014 3.257 6.136
O: 1.084 3.531 7.019
C: 0.946 4.710 7.790
N: 1.416 3.900 4.183
H: 0.463 6.079 5.331
H: -0.493 5.864 3.877
H: -1.232 5.592 5.456
H: -0.621 3.504 4.122
H: 0.074 2.184 5.932
H: -0.949 3.434 6.633
H: -0.097 4.892 8.064
H: 1.345 5.580 7.264
H: 1.527 4.576 8.702
H: 1.636 2.918 4.036
H: 2.100 4.202 4.872

***

Record 3
Entry from OMol25: the ion C5H9N2 with charge +1 at a distorted geometry (the ωB97M-V functional and the def2-TZVPD basis).

The calculation puts the energy relative to the best compared isomer or geometry (same formula, charge and spin) at 108.5 kcal per mole. Its total energy is -305.0571 Eh. The calculation puts the molar mass at 97.1 g mol⁻¹. The gap between HOMO and LUMO is 8.37 eV. As for the lowest unoccupied orbital energy: -5.710 eV. The net charge is +1.

CARTESIAN COORDINATES (ANGSTROEM)
C: 0.816 -1.106 -0.601
C: 1.679 -0.304 -0.142
C: -1.103 0.073 0.222
C: 2.829 0.475 0.160
C: -2.552 -0.122 0.442
N: -0.547 -1.049 -0.466
N: -0.353 1.072 0.466
H: 1.160 -2.007 -0.909
H: -1.249 -1.760 -0.688
H: 2.732 1.588 -0.018
H: 3.619 0.190 -0.483
H: 3.229 0.421 1.241
H: -3.142 0.101 -0.544
H: -2.657 0.754 1.005
H: -2.988 -1.041 0.919
H: -0.723 1.670 1.186

***

Record 4
Entry from OMol25: an isolated molecule of C5H7NO at a distorted geometry (the ωB97M-V functional and the def2-TZVPD basis).

The calculation puts the energy relative to the best compared isomer or geometry (same formula, charge and spin) at 149.0 kcal per mole. The SMILES is C1=NO[C@H]2CC[C@H]12. Its total energy is -324.4870 Eh. The calculation puts the molar mass at 97.1 g mol⁻¹. The gap between HOMO and LUMO is 10.83 eV. As for the lowest unoccupied orbital energy: 1.005 eV.

CARTESIAN COORDINATES (ANGSTROEM)
C: -1.450 0.995 0.114
N: -1.849 -0.178 0.111
O: -0.873 -1.269 -0.140
C: 0.218 -0.561 0.135
C: 1.613 -0.760 -0.124
C: 1.796 0.832 0.203
C: 0.080 0.945 -0.340
H: -2.187 1.927 0.198
H: 0.353 -0.426 1.190
H: 1.949 -0.970 -1.172
H: 2.022 -1.440 0.631
H: 2.383 1.618 -0.450
H: 1.861 0.792 1.370
H: 0.005 1.190 -1.359